{
  "formula": "C19H28BrO2Sm",
  "method": "the ωB97M-V functional and the def2-TZVPD basis",
  "species": ["O", "C", "C", "H", "H", "C", "H", "H", "C", "H", "H", "H", "C", "H", "H", "H", "Sm", "C", "C", "C", "H", "C", "C", "H", "H", "H", "H", "C", "C", "C", "H", "C", "C", "H", "H", "H", "H", "O", "C", "C", "H", "H", "C", "H", "H", "C", "H", "H", "H", "H", "Br"],
  "coordinates": [[0.835, 0.301, -2.516], [0.858, 1.442, -3.446], [0.782, 0.567, -4.685], [1.787, 2.013, -3.335], [-0.020, 2.092, -3.324], [0.737, -0.582, -3.654], [1.685, 0.564, -5.294], [-0.147, 0.668, -5.251], [1.905, -1.532, -3.740], [2.852, -0.991, -3.665], [1.873, -2.019, -4.721], [1.824, -2.310, -2.970], [-0.553, -1.359, -3.705], [-1.432, -0.715, -3.589], [-0.561, -2.166, -2.961], [-0.628, -1.825, -4.697], [0.348, -0.117, 2.286], [-1.450, -0.483, 4.309], [-1.182, 0.914, 4.258], [-1.755, 1.432, 3.052], [-0.661, 1.500, 5.018], [-2.376, 0.342, 2.361], [-2.153, -0.855, 3.117], [-2.502, -1.861, 2.844], [-1.228, -1.130, 5.161], [-1.760, 2.482, 2.741], [-2.973, 0.431, 1.450], [1.197, -1.771, 4.102], [0.488, -2.575, 3.143], [1.230, -2.564, 1.917], [-0.430, -3.145, 3.327], [2.382, -1.719, 2.110], [2.345, -1.221, 3.448], [3.096, -0.585, 3.915], [0.987, -1.668, 5.175], [1.017, -3.162, 1.025], [3.180, -1.536, 1.388], [0.235, 0.697, -0.151], [-1.056, 0.269, -0.648], [-1.813, 1.500, -1.143], [-1.601, -0.219, 0.180], [-0.929, -0.489, -1.424], [-1.055, 2.688, -0.537], [-2.870, 1.521, -0.853], [-1.798, 1.502, -2.245], [0.323, 2.158, -0.138], [-1.573, 3.095, 0.350], [-0.984, 3.494, -1.279], [0.573, 2.437, 0.898], [1.152, 2.516, -0.774], [1.802, 1.976, 3.169]],
  "orbital_gap_ev": [8.123, 8.176],
  "relative_energy_kj_mol": 0.00,
  "e_tot_ha": -4123.23195,
  "spin_multiplicity": 6
}